## P
Molecular formula: C2H5NO2Si
Method: DFT, ωB97M-V with the def2-TZVPD basis set

Properties
highest occupied orbital energy = -0.39837 Eh
LUMO = -0.0227 hartree
Kohn-Sham gap = 0.3757 Eh

Last columns: bonded neighbours and bond lengths (Å).
CARTESIAN COORDINATES (ANGSTROEM)
1 O 4.137 -0.145 -1.312  Si2 1.469
2 Si 2.687 -0.102 -1.083  O1 1.469, H3 1.592, H4 1.545
3 H 2.146 0.889 0.039  Si2 1.592
4 H 1.624 -1.101 -1.594  Si2 1.545
5 N -1.967 -1.098 2.388  C6 1.112
6 C -1.892 -0.599 1.398  N5 1.112, C7 1.350
7 C -1.814 0.391 0.483  C6 1.350, O8 1.537, H9 1.114, H10 1.102
8 O -0.432 0.612 -0.154  C7 1.537, H11 1.107
9 H -2.083 1.375 0.932  C7 1.114
10 H -2.414 -0.007 -0.351  C7 1.102
11 H 0.006 -0.215 -0.745  O8 1.107

Here are the Löwdin charges for atoms 1 to 2, given in e: -0.43 0.62

***

## Q
Molecular formula: C2H5NO2Si
Method: DFT, ωB97M-V with the def2-TZVPD basis set

Properties
highest occupied orbital energy = -0.35142 Eh
LUMO = -0.0360 hartree
Kohn-Sham gap = 0.3154 Eh

Last columns: bonded neighbours and bond lengths (Å).
CARTESIAN COORDINATES (ANGSTROEM)
1 C 0.726 -0.714 0.369  N3 1.203, O4 1.176
2 C 0.973 2.403 1.030  H7 1.105, H8 1.162, H9 1.049
3 N 0.972 0.449 0.551  C1 1.203
4 O 0.625 -1.828 0.007  C1 1.176
5 O -1.798 -0.394 -1.116  Si6 1.532
6 Si -1.437 -1.875 -1.266  O5 1.532, H10 1.549, H11 1.413
7 H 2.076 2.404 1.104  C2 1.105
8 H 0.394 2.294 2.031  C2 1.162
9 H 0.363 2.682 0.224  C2 1.049
10 H -1.162 -2.553 -2.631  Si6 1.549
11 H -1.733 -2.866 -0.304  Si6 1.413

Here are the Löwdin charges for atoms 1 to 2, given in e: -0.49 0.22

***

Most stable to least stable, the ends of the list are Q and P.